A:
Entry from OMol25: a cluster of 2 separate species, C3H10OS2 in total (wB97M-V/def2-TZVPD).

The geometry in XYZ format:
```
16
Properties=species:S:1:pos:R:3:nbo_charge:R:1
C -0.02 0.42 -2.25 -0.63
H -1.70 -0.55 -0.50 0.46
H -0.41 -1.79 1.09 0.15
S 1.24 -0.31 2.44 0.08
C -0.02 -0.88 -1.45 -0.07
H 0.66 -0.77 -0.60 0.16
H 0.31 -1.72 -2.07 0.18
H 1.01 0.59 -2.56 0.22
S -0.38 -1.59 2.42 -0.15
C 0.48 1.33 2.32 -0.74
H -0.66 0.36 -3.13 0.22
H -0.34 1.22 -1.58 0.20
O -1.31 -1.29 -0.99 -0.73
H -0.09 1.55 3.21 0.22
H -0.10 1.42 1.41 0.21
H 1.32 2.01 2.24 0.23
```

Calculated values
2S+1: 1
HOMO energy in eV: -9.13
Orbital gap in eV: 9.78
Net charge: 0
Structure (SMILES): CCO.CSS

B:
Entry from OMol25: a cluster of 3 separate species, C3H10OS2 in total (wB97M-V/def2-TZVPD).

The geometry in XYZ format:
```
16
Properties=species:S:1:pos:R:3:nbo_charge:R:1
C -0.30 -0.55 -1.96 -0.62
S -0.97 -1.51 0.83 0.09
H -1.25 0.59 -0.41 0.26
H 0.14 -0.55 2.69 0.25
H 2.65 1.10 1.61 0.47
S 0.52 1.89 -1.16 0.05
H 0.48 -0.92 -1.30 0.23
H -0.40 -2.16 3.04 0.25
H -1.58 1.23 -2.07 0.24
O 1.97 0.46 1.36 -0.95
H -1.12 -1.26 -2.01 0.21
H -1.57 -0.86 3.08 0.22
C -0.80 0.79 -1.45 -0.59
C -0.69 -1.23 2.56 -0.81
H 0.11 -0.43 -2.96 0.21
H 1.89 0.67 0.41 0.48
```

Calculated values
2S+1: 1
HOMO energy in eV: -8.12
Orbital gap in eV: 4.28
Net charge: 0

C:
Entry from OMol25: a cluster of 2 separate species, C3H10OS2 in total (wB97M-V/def2-TZVPD).

The geometry in XYZ format:
```
16
Properties=species:S:1:pos:R:3:nbo_charge:R:1
H -0.98 0.76 2.65 0.22
C 0.12 1.11 0.78 -0.55
H -1.64 2.03 1.71 0.22
S -0.69 1.06 -0.83 0.10
H -0.06 2.31 2.51 0.21
H -0.69 -1.77 -1.77 0.23
H -1.20 -2.89 -0.51 0.23
C -0.69 1.59 2.00 -0.63
H 0.98 1.77 0.62 0.22
H 0.50 0.12 1.03 0.21
H 1.73 -0.73 -1.92 0.48
H 2.56 -0.30 -3.20 0.47
S -1.92 -0.72 0.07 0.09
O 2.61 -0.61 -2.29 -0.95
H 0.15 -1.83 -0.13 0.21
C -0.78 -1.89 -0.70 -0.76
```

Calculated values
2S+1: 1
HOMO energy in eV: -9.14
Orbital gap in eV: 8.68
Net charge: 0
Structure (SMILES): CCSSC.O

Stability check: which of them is most stable? A.

A:
Entry from OMol25: a cluster of 2 separate species, C3H10OS2 in total (wB97M-V/def2-TZVPD).

The geometry in XYZ format:
```
16
Properties=species:S:1:pos:R:3:nbo_charge:R:1
H 2.37 0.83 -1.75 0.21
H -0.59 -1.17 2.87 0.47
H -0.48 0.63 -1.70 0.22
C 2.10 0.59 -0.73 -0.62
H 1.24 -1.09 0.30 0.21
O -1.37 -0.59 2.90 -0.95
S -1.66 -1.06 -0.38 0.09
H -1.95 -0.77 2.16 0.48
C 1.00 -0.48 -0.57 -0.41
S -3.27 0.26 0.00 -0.15
H 1.10 -1.23 -1.36 0.20
H 2.99 0.15 -0.25 0.21
C -0.39 0.20 -0.70 -0.53
H -2.70 1.26 -0.70 0.14
H -0.36 1.03 0.00 0.22
H 1.97 1.45 -0.08 0.21
```

Calculated values
2S+1: 1
HOMO energy in eV: -8.57
Orbital gap in eV: 8.89
Net charge: 0
Structure (SMILES): CCCSS.O

B:
Entry from OMol25: a cluster of 2 separate species, C3H10OS2 in total (wB97M-V/def2-TZVPD).

The geometry in XYZ format:
```
16
Properties=species:S:1:pos:R:3:nbo_charge:R:1
H -0.89 -1.02 1.87 0.23
H 0.64 -2.46 -0.28 0.21
H -1.05 -2.77 1.33 0.22
S 0.78 -0.21 -0.71 0.06
H -2.34 -0.32 -1.99 0.47
C 0.51 -1.63 0.44 -0.51
S 0.17 1.30 1.11 0.08
C 1.63 2.24 0.64 -0.78
C -0.91 -1.73 1.03 -0.63
O -2.75 -0.92 -2.66 -0.92
H 2.64 1.83 0.66 0.23
H 1.29 2.69 -0.27 0.23
H 1.85 2.97 1.47 0.23
H -1.70 -1.53 0.32 0.22
H -2.07 -1.60 -2.53 0.46
H 1.39 -1.55 1.10 0.23
```

Calculated values
2S+1: 1
HOMO energy in eV: -8.92
Orbital gap in eV: 7.96
Net charge: 0
Structure (SMILES): CCSSC.O

Stability check: which of them is most stable? A.

A:
Entry from OMol25: a cluster of 2 separate species, C3H9NO3 in total (wB97M-V/def2-TZVPD).

The geometry in XYZ format:
```
16
Properties=species:S:1:pos:R:3:nbo_charge:R:1
C 0.49 -0.54 -0.68 -0.16
H -0.96 -1.40 0.97 0.17
O 0.90 -1.81 1.27 -0.74
O -1.71 -0.88 -1.36 -0.50
C 0.00 -0.95 0.87 -0.03
H 1.51 -2.25 0.70 0.48
C -0.66 -0.39 -1.61 0.43
H -2.07 2.68 0.70 0.48
H 0.78 1.51 -0.32 0.39
H -0.48 0.27 -2.45 0.12
H 1.07 -1.49 -1.02 0.20
H -0.99 1.51 0.86 0.47
H 2.02 0.66 0.11 0.38
H -0.02 -0.06 1.63 0.14
O -1.08 2.49 0.83 -0.96
N 1.20 0.65 -0.51 -0.87
```

Calculated values
2S+1: 1
HOMO energy in eV: -8.94
Orbital gap in eV: 9.53
Net charge: 0
Structure (SMILES): N[C@H](C=O)CO.O

B:
Entry from OMol25: a cluster of 2 separate species, C3H9NO3 in total (wB97M-V/def2-TZVPD).

The geometry in XYZ format:
```
16
Properties=species:S:1:pos:R:3:nbo_charge:R:1
H -0.84 1.73 0.48 0.22
H 1.70 1.83 0.68 0.23
H 1.83 2.01 -1.05 0.20
H 1.47 -0.86 1.24 0.47
N -0.09 0.15 -0.63 -0.64
H 2.80 -1.43 1.60 0.47
H -1.68 -2.38 -0.57 0.50
C 1.18 2.20 -0.20 -0.62
O 2.35 -0.58 1.51 -0.94
H 1.04 3.27 -0.07 0.22
H -0.67 2.07 -1.23 0.18
C -1.08 -0.70 -0.27 0.87
C -0.19 1.58 -0.38 -0.21
O -0.87 -1.93 -0.85 -0.71
O -1.99 -0.53 0.50 -0.65
H 0.74 -0.26 -1.01 0.41
```

Calculated values
2S+1: 1
HOMO energy in eV: -10.03
Orbital gap in eV: 10.62
Net charge: 0
Structure (SMILES): CCNC(=O)O.O

C:
Entry from OMol25: a cluster of 2 separate species, C3H9NO3 in total (wB97M-V/def2-TZVPD).

The geometry in XYZ format:
```
16
Properties=species:S:1:pos:R:3:nbo_charge:R:1
H -1.41 1.20 0.53 0.20
N -1.32 0.05 2.27 -0.80
H 2.63 1.02 0.72 0.13
O -0.12 0.07 -3.08 -0.97
O 0.95 -0.03 0.76 -0.50
H 0.56 0.23 -2.38 0.49
H 0.40 0.05 -3.92 0.47
H -2.34 -0.32 0.55 0.20
H -1.01 -0.92 2.45 0.34
H -0.14 -0.52 -0.87 0.21
C -0.17 -0.61 0.24 -0.11
H -0.50 0.64 2.41 0.35
O 2.14 0.32 -1.10 -0.63
C -1.38 0.14 0.84 -0.24
C 1.97 0.38 0.10 0.67
H -0.25 -1.69 0.48 0.19
```

Calculated values
2S+1: 1
HOMO energy in eV: -9.91
Orbital gap in eV: 10.66
Net charge: 0
Structure (SMILES): NCCOC=O.O

Stability check: which of them is most stable? B.

A:
Entry from OMol25: a cluster of 2 separate species, C3H9NO3 in total (wB97M-V/def2-TZVPD).

The geometry in XYZ format:
```
16
Properties=species:S:1:pos:R:3:nbo_charge:R:1
H -0.81 -1.42 1.68 0.21
O -1.20 0.16 -2.29 -0.96
H -1.49 0.33 -3.18 0.48
H -1.07 1.17 0.04 0.23
C 1.74 -0.65 0.46 0.47
O 2.94 -0.51 0.33 -0.65
H -2.30 -0.61 1.18 0.23
H 1.27 -1.59 0.78 0.14
C -1.27 -0.81 0.91 -0.63
N 0.86 0.32 0.19 -0.15
H -0.32 0.54 -2.18 0.48
H -1.26 -1.36 -0.02 0.23
H -0.41 1.05 1.68 0.20
C -0.54 0.51 0.74 -0.21
H 2.41 1.32 -0.16 0.50
O 1.45 1.55 -0.16 -0.57
```

Calculated values
2S+1: 1
HOMO energy in eV: -9.26
Orbital gap in eV: 9.97
Net charge: 0
Structure (SMILES): CCN(O)C=O.O

B:
Entry from OMol25: a cluster of 2 separate species, C3H9NO3 in total (wB97M-V/def2-TZVPD).

The geometry in XYZ format:
```
16
Properties=species:S:1:pos:R:3:nbo_charge:R:1
C 0.03 -0.76 1.40 -0.75
H 0.21 -1.83 1.26 0.26
H -0.64 -1.46 -2.47 0.38
H 1.48 1.57 0.38 0.53
H 0.42 0.47 -1.83 0.18
O -1.44 0.56 -0.89 -0.74
C -0.18 -0.06 -1.08 0.13
O 1.88 0.23 0.18 -0.70
O 0.44 2.04 0.56 -1.00
H -1.27 1.44 -0.52 0.50
C 0.64 -0.06 0.22 0.70
H -1.03 -1.89 -0.94 0.36
H -1.04 -0.58 1.44 0.24
H 0.53 -0.45 2.32 0.24
H 0.31 2.21 1.50 0.48
N -0.33 -1.43 -1.51 -0.82
```

Calculated values
2S+1: 1
HOMO energy in eV: -9.83
Orbital gap in eV: 10.52
Net charge: 0
Structure (SMILES): CC(=O)[C@@H](N)O.O

Stability check: which of them is most stable? B.

A:
Entry from OMol25: the ion C3H6FO2S with charge -1 (wB97M-V/def2-TZVPD).

The geometry in XYZ format:
```
13
Properties=species:S:1:pos:R:3:nbo_charge:R:1
O -1.25 2.63 1.35 -1.02
F -1.99 -0.07 1.08 -0.40
C -0.60 -0.15 0.95 -0.01
H -0.60 -1.83 -0.37 0.17
H 1.36 0.32 -1.25 0.26
O 0.20 2.34 -0.59 -1.04
H 1.83 -1.21 -0.03 0.20
C -0.30 -0.85 -0.35 -0.46
H 1.34 -1.38 -1.65 0.18
H -0.93 -0.48 -1.11 0.21
H -0.24 -0.62 1.89 0.12
S -0.01 2.03 0.84 1.44
C 1.20 -0.75 -0.76 -0.63
```

Calculated values
2S+1: 1
HOMO energy in eV: -2.77
Orbital gap in eV: 6.80
Net charge: -1

B:
Entry from OMol25: a cluster of 2 separate species, C3H6FO2S in total (wB97M-V/def2-TZVPD).

The geometry in XYZ format:
```
13
Properties=species:S:1:pos:R:3:nbo_charge:R:1
H -0.05 2.57 -0.71 0.19
S -0.17 -0.78 2.43 1.33
F 2.06 0.47 -1.11 -0.37
C 0.14 -0.56 -1.77 -0.51
O -0.79 -1.83 3.32 -1.07
O -1.01 -0.52 1.23 -1.08
H -0.91 -0.77 -1.75 0.20
H 0.46 -1.44 -2.25 0.20
H -0.01 1.44 0.79 0.26
C -0.15 1.45 -0.39 -0.68
C 0.67 0.41 -1.05 0.44
H 0.91 -1.62 1.82 -0.15
H -1.15 1.19 -0.56 0.24
```

Calculated values
2S+1: 1
HOMO energy in eV: -3.16
Orbital gap in eV: 7.00
Net charge: -1

C:
Entry from OMol25: a cluster of 2 separate species, C3H6FO2S in total (wB97M-V/def2-TZVPD).

The geometry in XYZ format:
```
13
Properties=species:S:1:pos:R:3:nbo_charge:R:1
C -1.80 0.47 -0.05 0.41
S 3.66 -0.05 0.63 1.35
H -1.88 -1.51 1.02 0.21
O 2.69 -1.11 0.29 -1.08
C -0.93 1.22 -0.70 -0.52
H -2.05 -1.53 -0.71 0.20
C -1.52 -1.04 0.02 -0.67
F -2.82 0.90 0.71 -0.34
H -0.80 2.29 -0.89 0.21
H -0.09 0.61 -1.13 0.23
H 3.45 -0.20 2.20 -0.21
H -0.51 -1.23 -0.16 0.25
O 5.11 -0.39 0.46 -1.06
```

Calculated values
2S+1: 1
HOMO energy in eV: -2.90
Orbital gap in eV: 6.31
Net charge: -1

Stability check: which of them is most stable? A.

A:
Entry from OMol25: a cluster of 2 separate species, C10H16 in total (wB97M-V/def2-TZVPD).

The geometry in XYZ format:
```
26
Properties=species:S:1:pos:R:3:nbo_charge:R:1
C -4.00 0.48 -0.38 -0.61
H 2.96 -0.65 -0.09 0.21
C -1.80 -0.82 1.19 -0.23
H 3.86 0.98 -2.48 0.20
H 4.15 0.59 -0.16 0.20
C -0.19 0.82 0.52 -0.23
H -4.65 1.36 -0.39 0.21
H -2.83 -1.08 1.30 0.21
H -2.54 2.02 -0.34 0.21
C 0.48 -1.12 1.86 -0.24
C 3.28 0.15 -2.06 -0.61
H 4.64 -0.98 -0.70 0.21
H -4.29 0.04 0.57 0.20
C 3.79 -0.30 -0.69 -0.61
H -2.16 0.69 -1.46 0.22
H 2.26 0.49 -1.96 0.21
H 1.72 0.56 1.32 0.21
C -2.52 0.94 -0.47 -0.43
H 1.34 -1.58 2.34 0.22
H -1.11 -2.45 2.38 0.21
C -0.84 -1.51 1.90 -0.19
H 0.06 1.75 0.05 0.21
H -4.21 -0.25 -1.14 0.21
C -1.50 0.37 0.50 0.01
H 3.36 -0.59 -2.85 0.20
C 0.75 0.08 1.24 -0.19
```

Calculated values
2S+1: 1
HOMO energy in eV: -9.07
Orbital gap in eV: 10.10
Net charge: 0
Structure (SMILES): CCc1ccccc1.CC

B:
Entry from OMol25: a cluster of 2 separate species, C10H16 in total (wB97M-V/def2-TZVPD).

The geometry in XYZ format:
```
26
Properties=species:S:1:pos:R:3:nbo_charge:R:1
H 1.83 0.66 3.01 0.22
C 1.22 -1.46 0.46 -0.22
C 0.62 1.33 -2.13 -0.62
H 2.85 0.06 1.91 0.22
H 1.78 1.43 1.43 0.22
C 1.83 0.47 1.93 -0.65
H -2.30 0.93 -2.36 0.21
H -0.36 2.74 -0.93 0.19
C -1.18 -1.88 1.86 -0.19
H 0.35 -2.62 -1.04 0.21
C -0.31 -0.83 2.22 -0.23
C 0.86 -0.61 1.54 0.00
H -2.07 -1.99 2.46 0.21
H 2.16 -1.22 -0.03 0.21
H -1.58 -3.38 0.38 0.22
H -0.99 2.79 -2.51 0.20
C -1.79 1.09 -1.41 -0.62
H 0.37 0.65 -2.93 0.20
C 0.25 -2.32 0.00 -0.20
C -0.64 2.08 -1.77 -0.39
H 1.22 0.85 -1.35 0.21
C -0.95 -2.54 0.67 -0.24
H -1.31 0.26 -0.90 0.22
H 1.39 1.96 -2.58 0.21
H -2.54 1.59 -0.79 0.21
H -0.70 -0.03 2.85 0.21
```

Calculated values
2S+1: 1
HOMO energy in eV: -9.11
Orbital gap in eV: 10.13
Net charge: 0
Structure (SMILES): Cc1ccccc1.CCC

Stability check: which of them is most stable? A.